{"formula": "C8H11BrF3N2", "method": "ωB97M-V/def2-TZVPD", "orbital_gap_ev": [6.21, 7.81], "charge": 1, "multiplicity": 3, "e_lumo_ev": [-3.05, -6.32], "e_homo_ha": [-0.340, -0.519], "elements": ["Br", "F", "F", "F", "N", "N", "C", "C", "C", "C", "C", "C", "C", "C", "H", "H", "H", "H", "H", "H", "H", "H", "H", "H", "H"], "positions_angstrom": [[-1.39489, 3.29336, 1.01496], [0.49474, 0.80765, -3.14393], [2.19844, 2.11979, -2.77099], [2.47597, -0.04114, -2.91901], [-0.82714, -1.40608, 0.82724], [-1.57564, 0.81005, -0.51316], [-1.91292, -1.91893, 1.70872], [1.72492, -0.48017, -0.42043], [1.50332, -0.61508, 1.05130], [1.71403, 0.90377, -2.45772], [-0.64879, 1.77144, -0.06826], [0.65396, 1.76892, -0.33990], [1.36554, 0.68271, -0.96657], [0.37939, -0.99370, 1.62565], [-2.40678, -1.09418, 1.96888], [-0.78471, -2.14024, 0.15200], [-1.30947, 0.69285, -1.49039], [-2.61832, -2.36134, 1.10532], [-1.50737, -2.58555, 2.37079], [0.22451, -1.00679, 2.78319], [2.30922, -1.24620, -1.03908], [2.34120, -0.33485, 1.75687], [-2.56357, 1.08026, -0.44397], [-0.96103, -0.41415, 0.25665], [1.12539, 2.70760, -0.04814]], "forces_ev_per_angstrom": [[0.9, -2.1, -1.1], [0.8, 0.1, 0.5], [0.0, -0.9, 0.5], [0.9, -0.4, -0.6], [1.1, 1.8, 0.7], [0.9, 0.9, -0.6], [1.4, 0.7, -2.6], [0.7, -1.0, -0.2], [1.1, 0.2, 0.5], [-1.9, 0.9, 0.1], [-9.4, 2.0, 3.8], [7.1, 0.8, -1.0], [1.0, 0.3, -1.0], [-0.7, -1.1, 1.8], [-1.8, 3.1, 2.6], [1.5, -0.4, -0.8], [-0.4, -0.6, -0.6], [-1.4, -1.6, -1.5], [0.7, -1.2, 2.1], [0.2, -0.1, -2.5], [-1.0, 1.0, 1.2], [-1.0, -0.2, -1.0], [0.5, 0.0, 0.1], [-1.6, -1.9, 0.5], [0.5, -0.1, -0.9]], "mulliken_spin": [0.070, -0.002, 0.004, 0.005, 0.036, 0.131, 0.001, 0.101, 0.079, 0.031, 0.849, 0.498, 0.191, -0.019, 0.002, -0.004, 0.018, 0.000, 0.001, -0.001, 0.001, 0.019, -0.003, -0.021, 0.011]}